1.
This record from the Open Molecules 2025 dataset describes a molecular structure, C31H25BrNO2P2ReS4Sb in a non-equilibrium geometry. The level of theory is ωB97M-V/def2-TZVPD.

Geometry as XYZ:
```
68
Properties=species:S:1:pos:R:3:forces:R:3
Re -1.0870 -1.0707 -1.3578 -1.97 -0.94 -0.94
N 0.9958 1.1176 -0.6962 0.04 -0.11 -0.56
P 1.3005 -0.5356 -1.0280 0.07 0.66 0.47
C 2.7510 -0.6926 -2.0637 -0.39 -0.14 0.03
C 2.7065 -1.2097 -3.3568 -0.04 0.11 0.02
C 3.8917 -1.3663 -4.0583 0.02 -0.03 -0.11
C 5.0993 -1.0056 -3.4769 -0.06 -0.01 0.01
C 5.1376 -0.4977 -2.1823 0.08 0.05 0.03
C 3.9671 -0.3452 -1.4632 -0.03 -0.03 -0.07
C 1.7070 -1.3518 0.5216 -0.06 -0.12 -0.25
C 1.8137 -0.6924 1.7436 -0.08 0.04 -0.08
C 2.1220 -1.4255 2.8790 0.01 0.09 0.07
C 2.3283 -2.7978 2.7932 -0.01 -0.03 0.04
C 2.2261 -3.4525 1.5726 -0.04 -0.06 -0.02
C 1.9052 -2.7337 0.4336 0.03 0.12 0.02
P -0.6061 1.3627 -1.1954 0.65 -0.20 0.23
C -1.4057 2.1897 0.2203 -0.06 -0.17 -0.05
C -2.3718 1.3582 0.9441 -0.36 0.45 -0.05
C -2.9171 1.8049 2.2466 -0.58 0.67 -0.47
C -2.4933 3.1161 2.7238 0.11 -0.01 0.14
C -1.5982 3.8301 2.0196 -0.15 0.01 0.21
C -1.0111 3.3476 0.7787 0.02 -0.21 -0.37
C -0.6297 2.4909 -2.5706 -0.14 -0.18 0.09
C 0.3595 2.3752 -3.5525 -0.08 -0.04 0.09
C 0.3473 3.2456 -4.6269 0.07 -0.01 -0.05
C -0.6484 4.2108 -4.7295 0.00 -0.01 0.04
C -1.6511 4.2984 -3.7716 -0.07 0.06 -0.03
C -1.6527 3.4368 -2.6890 0.09 -0.11 0.00
H 1.7042 1.8262 -0.8673 0.06 -0.01 0.14
H 1.7610 -1.4893 -3.8039 0.05 0.00 -0.04
H 3.8771 -1.7823 -5.0566 -0.02 0.03 -0.01
H 6.0194 -1.1284 -4.0320 0.01 -0.02 0.01
H 6.0859 -0.2414 -1.7293 -0.01 0.04 -0.01
H 3.9951 0.0267 -0.4450 0.06 -0.04 0.01
H 1.6906 0.3838 1.7922 -0.04 -0.01 0.05
H 2.2284 -0.9193 3.8304 0.03 -0.03 -0.01
H 2.5865 -3.3597 3.6816 0.01 0.02 -0.01
H 2.4086 -4.5167 1.5057 -0.02 0.01 0.02
H 1.8391 -3.2311 -0.5291 0.03 -0.06 0.04
H -2.9465 0.6533 0.3561 -0.05 -0.11 0.17
H -3.8318 1.3691 2.6282 0.07 -0.16 -0.02
H -2.9760 3.5240 3.6015 0.04 -0.02 0.03
H -1.3224 4.8214 2.3560 0.00 0.00 0.01
H -0.2659 3.9646 0.2886 -0.02 0.04 0.03
H 1.1237 1.6097 -3.4699 0.07 0.06 -0.06
H 1.1135 3.1767 -5.3872 0.00 0.00 0.01
H -0.6416 4.9006 -5.5628 -0.02 -0.02 -0.02
H -2.4307 5.0418 -3.8686 0.01 0.00 -0.01
H -2.4381 3.4921 -1.9458 0.00 0.09 -0.01
S -2.8409 -1.8037 -5.6655 -0.15 -0.75 1.32
Sb -3.0469 -2.8671 -3.6963 -0.48 -0.55 -0.20
S -3.0319 -0.5083 -2.1935 1.38 0.56 0.73
S -0.5476 -2.6849 -2.7414 0.60 0.88 0.83
S -3.9271 -4.3861 -2.3002 0.42 0.94 -1.04
Br -2.1171 -3.9361 1.9268 0.11 0.08 -0.01
C -1.9652 -2.8114 3.4219 0.01 0.26 -0.19
C -2.0956 -3.3948 4.6678 -0.02 -0.06 -0.01
C -2.0839 -2.6141 5.8146 0.03 0.05 -0.07
C -1.9548 -1.2277 5.7344 0.00 0.01 0.15
C -1.8336 -0.6263 4.5092 0.07 0.02 -0.15
C -1.8144 -1.3972 3.3219 -0.18 -0.33 0.33
C -1.6573 -0.7490 2.0714 -0.03 0.08 0.06
O -1.7915 0.7415 2.1508 0.80 -0.71 0.23
O -1.3819 -1.1235 0.9677 0.11 -0.14 -0.77
H -2.2282 -4.4657 4.7387 0.01 0.01 0.00
H -2.1869 -3.0911 6.7806 0.00 0.00 0.00
H -1.9488 -0.6312 6.6358 -0.01 0.01 -0.01
H -1.7131 0.4469 4.4543 0.03 -0.01 0.03
```
Positions in Å, forces in eV/Å.

The calculation puts the highest occupied orbital energy (spin up / spin down) at -16.5335 / -16.5336 eV. The value obtained for the HOMO-LUMO gap (spin up / spin down) is 0.2104 / 0.2104 Ha. Its net charge is +3. As for the lowest unoccupied orbital energy (spin up / spin down): -10.810 / -10.808 eV.

=====

2.
This record from the Open Molecules 2025 dataset describes a molecular structure, C31H25CrF9N3O3S2. The level of theory is ωB97M-V/def2-TZVPD.

Geometry as XYZ:
```
74
Properties=species:S:1:pos:R:3:forces:R:3
Cr 0.4863 0.4762 -0.1155 0.05 -0.01 -0.45
C 1.9849 0.2195 4.1597 -0.05 0.06 0.07
O 0.8678 -0.6634 3.9295 -0.07 0.05 -0.21
C 0.6078 -0.5486 2.6158 0.10 0.11 0.07
N 1.2515 0.3380 1.9461 0.00 -0.27 0.21
C 1.9598 1.1616 2.9500 -0.01 0.04 0.00
C 3.3135 1.7222 2.5976 0.00 -0.02 0.07
C 3.6968 1.9808 1.2918 -0.02 0.04 0.00
C 4.9317 2.5538 1.0266 -0.01 -0.02 -0.01
C 5.7947 2.8814 2.0600 0.03 0.03 0.00
C 5.4114 2.6391 3.3709 0.03 0.02 0.01
C 4.1777 2.0668 3.6354 0.01 -0.05 0.00
C -0.4839 -1.3320 2.0216 -0.09 -0.21 0.18
C -1.1261 -2.4046 2.6029 0.17 0.32 -0.22
C -2.1567 -3.0287 1.8331 0.08 0.12 -0.06
C -2.4311 -2.5782 0.5726 -0.01 0.04 -0.10
C -1.7164 -1.4770 0.0426 -0.18 -0.14 -0.10
N -0.7861 -0.8336 0.8232 0.00 -0.12 0.33
C -1.7270 -0.9362 -1.2585 -0.17 -0.08 -0.05
N -0.8945 0.0147 -1.5836 -0.04 0.04 0.07
C -1.0853 0.3683 -2.9768 0.16 -0.01 -0.05
C -2.1775 -0.6336 -3.4269 -0.06 -0.03 -0.03
O -2.5659 -1.3515 -2.2381 0.06 -0.02 0.15
C -1.4724 1.8139 -3.1696 -0.06 0.05 -0.04
C -0.8701 2.5697 -4.1660 -0.01 -0.02 0.03
C -1.2466 3.8883 -4.3766 0.02 -0.01 -0.02
C -2.2286 4.4614 -3.5842 -0.02 0.08 0.01
C -2.8239 3.7150 -2.5763 -0.02 0.03 0.02
C -2.4466 2.3992 -2.3685 0.05 -0.05 0.01
H 2.8994 -0.3788 4.1886 -0.01 0.02 -0.02
H 1.8201 0.7080 5.1176 0.05 0.00 -0.03
H 1.2918 2.0134 3.1412 0.01 -0.06 -0.02
H 3.0356 1.7565 0.4656 -0.01 -0.03 0.00
H 5.2073 2.7413 -0.0027 0.01 0.01 -0.04
H 6.7578 3.3277 1.8482 0.02 0.01 0.00
H 6.0722 2.8950 4.1894 0.01 0.01 0.02
H 3.8901 1.8915 4.6655 0.00 0.00 0.03
H -0.8450 -2.7618 3.5806 0.05 0.03 0.03
H -2.6941 -3.8744 2.2386 -0.02 -0.02 0.00
H -3.1753 -3.0674 -0.0415 -0.02 0.01 -0.03
H -0.1543 0.1917 -3.5237 -0.02 0.00 0.03
H -1.7987 -1.3614 -4.1459 -0.01 0.03 -0.01
H -3.0660 -0.1425 -3.8260 0.06 -0.01 -0.01
H -0.0758 2.1276 -4.7555 0.02 -0.01 -0.02
H -0.7577 4.4723 -5.1464 0.00 0.01 -0.01
H -2.5151 5.4953 -3.7363 0.00 -0.01 0.00
H -3.5672 4.1679 -1.9320 -0.01 0.01 0.00
H -2.8735 1.8322 -1.5504 -0.01 0.00 0.01
C -0.3176 5.1154 -0.0678 0.01 0.04 0.01
C 0.2046 3.7300 -0.3615 0.12 -0.08 -0.03
S -0.5286 2.4622 0.6255 -0.08 -0.08 0.02
C 1.1435 3.4664 -1.2821 -0.14 -0.02 0.11
C 1.7738 4.5154 -2.1505 0.01 0.06 -0.05
S 1.7305 1.8331 -1.5921 0.00 -0.09 0.06
H -0.8710 5.1134 0.8705 -0.01 0.00 0.01
H -0.9975 5.4610 -0.8506 -0.03 0.02 -0.04
H 0.4893 5.8447 0.0262 0.01 0.02 -0.02
H 1.4194 5.5172 -1.9129 -0.01 0.04 0.01
H 1.5484 4.3230 -3.2028 -0.01 -0.02 -0.03
H 2.8621 4.4985 -2.0514 0.03 -0.01 0.02
F 1.4705 -3.2243 -2.7110 0.00 0.00 0.02
C 2.5440 -2.5103 -2.3306 0.08 -0.07 -0.09
F 3.6302 -3.2724 -2.5800 -0.05 0.06 0.00
F 2.6140 -1.4498 -3.1346 -0.02 0.01 0.03
C 2.4041 -2.0690 -0.8339 -0.16 -0.14 -0.13
O 1.4374 -1.1700 -0.7586 0.10 0.24 0.15
C 2.0207 -3.3325 0.0162 0.01 -0.09 0.05
F 2.7378 -4.4348 -0.2862 -0.03 0.06 0.02
F 0.7353 -3.6439 -0.1472 0.01 0.03 -0.02
F 2.2012 -3.0960 1.3294 0.02 0.00 -0.01
C 3.7892 -1.5510 -0.3443 0.24 0.06 0.05
F 4.2918 -0.6381 -1.1848 -0.07 -0.05 0.03
F 4.7110 -2.5337 -0.2296 -0.08 0.04 0.02
F 3.6885 -0.9753 0.8566 -0.03 0.03 -0.01
```
Positions in Å, forces in eV/Å.

The calculation puts the highest occupied orbital energy (spin up / spin down) at -2.8891 / -3.7927 eV. The value obtained for the HOMO-LUMO gap (spin up / spin down) is 0.2017 / 0.2348 Ha. Its net charge is -1. As for the multiplicity: 5. As for the lowest unoccupied orbital energy (spin up / spin down): 2.600 / 2.597 eV.

=====

3.
This record from the Open Molecules 2025 dataset describes a molecular structure, C31H25CsN5O7S2 in a non-equilibrium geometry. The level of theory is ωB97M-V/def2-TZVPD.

Geometry as XYZ:
```
71
Properties=species:S:1:pos:R:3:forces:R:3
Cs 2.5336 1.8808 0.1934 -0.27 0.40 0.19
O 3.9051 0.8622 2.4998 -0.08 -1.80 -1.03
S 3.9766 -0.6222 2.2246 -0.33 0.66 0.18
O 3.8154 -1.3309 3.4874 0.64 -0.01 -0.13
O 3.1731 -1.2062 1.1595 -0.96 1.03 0.49
C 5.5777 -0.9669 1.4759 1.11 -0.85 0.76
C 6.3962 -1.7231 2.3884 -0.32 0.87 -1.83
C 7.6271 -2.1626 1.9358 0.28 0.06 0.91
C 8.1176 -1.7886 0.6954 -0.25 -0.13 -0.16
C 7.2978 -1.1681 -0.2443 -0.64 0.43 0.38
C 5.9793 -0.7527 0.1019 0.77 -1.75 1.64
S 5.0769 0.0486 -1.2229 0.00 1.60 1.79
O 3.6545 -0.2611 -1.2334 0.32 -0.32 -0.33
O 5.7244 -0.3509 -2.4382 0.64 0.14 -0.63
O 5.3129 1.4223 -0.6965 -0.29 -0.48 -1.36
H 6.0787 -1.9621 3.4058 -0.24 0.25 -0.54
H 8.2160 -2.7573 2.6442 0.10 0.26 -0.44
H 9.1531 -1.9964 0.4727 0.06 -0.22 -0.30
H 7.6767 -0.9706 -1.2548 -0.33 -0.05 0.50
C -1.1757 6.0698 -0.2828 -1.81 -0.76 0.54
C -0.0130 5.3206 -0.3066 1.06 -0.58 1.21
N 0.3687 4.6015 0.7475 0.71 0.26 -1.08
C -0.2976 4.6989 1.8805 -0.79 0.53 1.44
C -1.3862 5.5872 2.0712 -0.49 0.57 0.11
C -1.8929 6.1846 0.9206 0.08 0.88 -1.48
C -1.9299 5.9191 3.3670 1.62 -1.68 1.47
C -1.3678 5.3277 4.5093 -2.23 1.25 -2.55
C -0.4469 4.2755 4.3215 1.64 -0.21 0.16
C 0.1548 3.6327 5.4266 0.26 -0.96 1.18
C 1.1496 2.7014 5.2495 0.09 -0.57 -0.72
C 1.5157 2.2956 3.9327 -0.89 2.50 -0.28
N 1.0855 2.9903 2.8767 -1.17 0.17 0.81
C 0.1197 3.9725 3.0551 1.12 -1.44 0.33
H -1.7111 6.2189 -1.2054 0.28 1.03 -0.32
H 0.7398 5.3397 -1.0954 -0.66 -0.16 -0.34
H -2.8047 6.8352 0.9210 0.82 -0.84 0.20
H -2.7505 6.6063 3.4188 -0.15 0.38 0.09
H -1.7433 5.6276 5.4797 0.20 -0.24 0.11
H -0.1800 3.7604 6.4831 0.13 0.48 -1.06
H 1.6944 2.2393 6.0674 -0.41 0.03 0.10
H 2.2319 1.5420 3.7081 0.60 -0.67 0.06
C -6.1557 -7.3590 -2.6330 -1.21 1.16 -0.21
C -5.4165 -6.0320 -2.7734 -0.85 0.35 1.07
C -6.1370 -4.8565 -3.1098 -0.82 -2.01 -0.42
C -5.5537 -3.6153 -3.1258 1.24 0.78 0.11
C -4.2375 -3.5295 -2.6360 0.83 -0.20 0.07
N -3.5873 -2.2425 -2.5435 0.11 -2.64 -0.33
C -4.1673 -1.0387 -2.6421 -0.89 0.71 1.18
O -5.3764 -0.8751 -2.8208 1.16 0.56 -0.16
N -3.3215 0.0182 -2.2655 -3.12 1.12 -0.74
C -1.9472 0.0785 -2.4160 2.75 -1.03 0.27
C -1.2237 -0.5201 -3.4761 -0.33 0.89 1.10
C 0.1892 -0.6524 -3.3932 -0.72 0.19 -0.65
C 0.8444 -0.2324 -2.2318 -1.10 -0.35 0.02
N 0.1111 0.2343 -1.1801 1.78 0.52 -0.56
C -1.1638 0.4458 -1.2938 -1.38 -0.71 -0.49
C -3.4893 -4.7120 -2.2385 -1.26 2.16 -0.98
C -4.0864 -5.9378 -2.3310 -0.97 -0.44 -0.10
H -7.1034 -7.2925 -3.2050 0.58 -0.23 -0.03
H -6.5239 -7.5724 -1.6100 0.69 0.12 -0.28
H -5.5498 -8.1530 -3.0160 0.20 -0.70 -0.07
H -7.2193 -4.9976 -3.3855 1.24 0.30 0.15
H -5.9911 -2.6816 -3.5188 -0.08 -0.98 0.54
H -2.6509 -2.3038 -2.1921 0.31 0.28 0.02
H -3.9469 0.8456 -2.1028 1.44 -0.88 -0.32
H -1.8504 -0.8423 -4.2946 0.44 -0.28 -0.44
H 0.7176 -1.0667 -4.2812 -0.26 0.34 0.99
H 1.9278 -0.3261 -2.0777 -0.49 -0.05 -0.09
H -1.7104 0.7746 -0.4194 0.08 0.27 0.25
H -2.4622 -4.6597 -1.9518 0.50 0.36 0.33
H -3.5718 -6.8383 -1.9760 -0.10 0.35 -0.31
```
Positions in Å, forces in eV/Å.

The calculation puts the highest occupied orbital energy at -5.5624 eV. The value obtained for the HOMO-LUMO gap is 0.2599 Ha. Its net charge is -1. As for the lowest unoccupied orbital energy: 1.510 eV.

=====

Ordered energy above the lowest of the compared OMol25 structures with the same formula, charge and spin results: 741.8, 17.1, 99.4; unit kJ/mol.
Ordered total energy results: -178738.278, -117721.011, -76556.989; unit eV.